(1)
The following is a quantum chemistry calculation of a molecular structure, C23H34NO2P2PdSe at a distorted geometry, from OMol25.

The calculation puts the total energy at -4313.6307 a.u. As for the expectation value of S²: 6.04. The gap between HOMO and LUMO (alpha / beta) comes out at 0.1585 / 0.2084 hartree. Its multiplicity is 5. The value obtained for the max |F| is 3.73 eV/Å. The total charge is +1.

Cartesian coordinates (Å):
C (1.3568, -1.7734, -4.1373)
C (0.8793, -0.8185, -3.1938)
N (0.5489, -1.2753, -1.9275)
C (0.8038, -2.5314, -1.5595)
C (1.3732, -3.4619, -2.4412)
C (1.6214, -3.0701, -3.7560)
C (0.8459, 0.5682, -3.4210)
P (0.6381, 1.7190, -2.1035)
Pd (0.0989, 0.3804, -0.3876)
P (-0.9086, -2.0869, 0.5729)
C (0.5471, -2.9026, -0.0993)
C (-1.1837, 1.5869, 0.8430)
C (-0.6111, 2.7883, 1.1977)
C (-1.3428, 3.6864, 1.9933)
C (-2.6320, 3.3384, 2.4111)
C (-3.1919, 2.1079, 2.0434)
C (-2.4509, 1.2168, 1.2406)
O (-2.2411, 0.5359, -4.4160)
O (-2.8103, 0.2229, -1.6699)
H (1.4971, -1.4361, -5.1588)
H (1.6141, -4.4565, -2.0765)
H (2.0131, -3.7900, -4.4668)
C (2.2965, 2.4292, -2.0066)
C (-0.5091, 3.0841, -2.4241)
H (0.4607, -3.9887, 0.0142)
H (1.4120, -2.5895, 0.5027)
H (-1.2884, 0.7850, -4.5092)
H (1.0696, 0.9470, -4.4252)
C (-0.7902, -1.8473, 2.3346)
C (-2.3198, -3.1245, 0.1672)
H (0.3906, 3.0401, 0.8582)
H (-0.8887, 4.6353, 2.2841)
H (-3.2028, 4.0301, 3.0423)
H (-4.1958, 1.8341, 2.3856)
H (-2.8774, 0.2418, 0.9968)
H (-1.6201, 0.1744, -1.2145)
H (-3.1628, 1.1424, -1.4867)
H (-2.7147, 0.2327, -2.6535)
H (-2.3052, -0.3022, -4.9168)
H (-1.2394, -0.7848, -0.1154)
H (2.4165, 3.0014, -2.9413)
H (2.4419, 3.0637, -1.1172)
H (3.0183, 1.5970, -2.0039)
H (-0.1297, 3.5810, -3.3257)
H (-1.5440, 2.7544, -2.5993)
H (-0.5052, 3.7874, -1.5781)
H (-2.1944, -4.1101, 0.6376)
H (-3.2475, -2.6740, 0.5473)
H (-2.3894, -3.2538, -0.9216)
H (-1.0726, -2.7551, 2.8821)
H (0.2213, -1.5487, 2.6302)
H (-1.4799, -1.0505, 2.6285)
Se (2.5575, -0.0497, 0.6971)
C (2.4225, -0.1342, 2.5663)
C (3.2191, -1.1172, 3.2041)
C (3.2360, -1.2209, 4.5869)
C (2.4571, -0.3584, 5.3697)
C (1.6611, 0.6156, 4.7524)
C (1.6461, 0.7410, 3.3609)
H (3.8305, -1.7629, 2.5760)
H (3.8676, -1.9726, 5.0521)
H (2.4733, -0.4404, 6.4542)
H (1.0520, 1.2966, 5.3519)
H (1.0615, 1.5230, 2.8690)

Forces on the atoms, in the same order (eV/Å):
-1.086 3.525 -0.523
0.525 -1.315 -0.164
-0.094 2.821 0.309
-0.089 -2.021 0.885
0.004 0.446 -1.070
0.477 -3.240 1.307
-0.503 -0.024 -1.301
-0.077 -0.209 0.948
-1.247 -0.867 0.474
-0.487 -0.164 -0.433
0.848 0.269 -0.769
1.490 -1.382 -1.388
-0.841 1.106 0.756
0.223 -0.335 -0.171
-0.159 0.018 0.111
0.157 -0.056 -0.069
-0.693 0.881 0.966
0.770 -0.441 -0.151
0.016 1.250 -0.038
0.193 -0.034 0.105
-0.041 0.060 -0.187
0.010 0.140 0.126
0.164 0.500 -0.396
0.252 0.293 -0.807
-0.163 0.134 0.053
-0.146 0.035 0.262
-0.898 -0.306 0.220
0.157 -0.253 0.201
-0.168 0.005 0.650
-0.403 -0.362 0.222
-0.085 0.065 0.097
-0.254 -0.198 -0.008
0.229 -0.319 -0.307
0.363 0.163 -0.105
-0.009 0.176 -0.034
0.154 1.003 0.059
0.540 -1.231 0.263
0.274 -0.200 -0.438
-0.017 0.565 0.266
0.326 -0.985 0.687
0.394 0.059 0.402
-0.073 -0.179 -0.417
-0.274 0.342 0.053
-0.376 0.307 0.111
0.440 -0.026 0.055
0.099 -0.304 -0.238
-0.055 0.195 -0.153
0.248 -0.096 -0.168
0.078 0.096 0.290
0.113 0.077 -0.210
-0.169 -0.046 -0.168
0.096 -0.017 -0.038
-0.451 0.277 0.049
0.328 -0.198 0.685
-0.160 0.360 -0.128
-0.130 0.036 0.033
-0.074 0.029 -0.405
0.033 0.030 -0.257
0.096 -0.118 -0.191
-0.075 0.070 0.252
-0.129 0.130 -0.001
0.004 0.016 -0.220
0.248 -0.239 -0.171
0.078 -0.314 0.228



(2)
The following is a quantum chemistry calculation of C5H11NO in the gas phase at a distorted geometry, from OMol25.

The calculation puts the total energy at -327.0678 a.u. For the relative energy (zero: lowest compared OMol25 entry of this formula, charge and spin), the calculation gives 39.9 kcal/mol. The gap between HOMO and LUMO comes out at 0.3862 hartree. As for the SMILES: CNC(=O)C(C)C. The value obtained for the max |F| is 2.83 eV/Å.

Cartesian coordinates (Å):
C (1.6228, 1.2783, -1.0314)
N (0.3769, 0.7309, -1.6598)
C (-0.2115, -0.4175, -1.0169)
C (-0.3115, -0.2318, 0.5671)
C (-1.6794, 0.3667, 1.0449)
C (-0.0265, -1.5836, 1.1264)
O (-0.6085, -1.3412, -1.6888)
H (1.2767, 2.1642, -0.5410)
H (2.3894, 1.8953, -1.6277)
H (2.2776, 0.6164, -0.4658)
H (0.4863, 0.5491, -2.6861)
H (0.4912, 0.5851, 0.8373)
H (-2.5530, -0.3018, 0.8041)
H (-1.6927, 0.5903, 2.1311)
H (-2.0862, 1.1877, 0.5052)
H (-0.3933, -1.8452, 2.1690)
H (1.0676, -1.8440, 1.0259)
H (-0.4258, -2.3988, 0.5064)

Forces on the atoms, in the same order (eV/Å):
0.523 2.029 -1.161
1.329 -1.454 -0.866
0.447 2.029 -0.200
0.237 1.938 -0.824
-0.944 -1.752 -0.197
1.117 -2.351 1.117
-0.141 0.284 0.861
-0.086 0.098 1.676
-1.345 -1.609 -0.688
-0.604 -0.188 0.256
-0.205 0.028 1.407
-1.502 -1.901 -0.319
1.045 -0.282 0.659
0.176 -0.214 -0.681
0.682 1.427 -0.489
0.607 0.854 -1.068
-0.821 0.540 0.578
-0.514 0.523 -0.060



(3)
The following is a quantum chemistry calculation of 2 unconnected molecules or ions with the total composition C18H15NO2 at a distorted geometry, from OMol25.

The calculation puts the total energy at -900.0103 a.u. For the relative energy (zero: lowest compared OMol25 entry of this formula, charge and spin), the calculation gives 102.8 kcal/mol. The gap between HOMO and LUMO comes out at 0.2402 hartree. The value obtained for the max |F| is 2.33 eV/Å.

Cartesian coordinates (Å):
C (-0.7690, 0.0950, 2.4957)
N (0.3978, 0.0331, 2.4144)
C (-3.2373, 6.1985, 2.6290)
C (-2.4956, 5.0183, 1.9679)
C (-3.0613, 3.8243, 2.6720)
C (-4.0055, 4.2924, 3.6230)
O (-4.1412, 5.6463, 3.6680)
C (-4.7495, 3.3841, 4.4010)
C (-4.5641, 2.0346, 4.1965)
C (-3.5104, 1.5298, 3.3512)
C (-3.1160, 0.1664, 3.1985)
C (-3.6781, -0.9177, 3.9480)
C (-3.7086, -2.2109, 3.3493)
C (-4.2137, -3.2942, 4.0358)
C (-4.7435, -3.1278, 5.3394)
O (-5.2588, -4.2562, 5.8975)
C (-5.0833, -5.3375, 4.8996)
C (-4.3414, -4.7432, 3.6844)
C (-4.7307, -1.8673, 5.9716)
C (-4.1779, -0.7955, 5.2892)
C (-2.8245, 2.4769, 2.5368)
H (-2.5494, 6.9014, 3.1207)
H (-3.8597, 6.7496, 1.9082)
H (-2.6906, 4.9933, 0.8876)
H (-1.4109, 5.1054, 2.1108)
H (-5.4631, 3.7930, 5.1195)
H (-5.2326, 1.3413, 4.7144)
H (-2.6478, -0.0979, 2.2444)
H (-3.3292, -2.3389, 2.3390)
H (-4.5194, -6.1520, 5.3768)
H (-6.0847, -5.7075, 4.6339)
H (-4.9087, -4.9033, 2.7625)
H (-3.3612, -5.2210, 3.5629)
H (-5.1289, -1.7860, 6.9801)
H (-4.0995, 0.1637, 5.8066)
H (-2.0636, 2.1166, 1.8498)

Forces on the atoms, in the same order (eV/Å):
1.886 -0.036 0.586
-1.084 0.065 -0.040
-0.217 0.208 0.189
0.302 0.258 -0.271
-0.985 0.216 0.674
0.291 -0.575 -0.259
0.734 -0.805 -0.626
-0.004 1.135 -0.370
0.925 -0.779 0.112
-0.118 1.402 0.082
-1.650 -0.609 -1.521
0.210 -0.738 1.145
0.022 0.117 0.321
-0.428 0.406 0.921
0.076 0.576 -0.291
0.675 0.260 -1.118
-0.224 -0.084 0.292
0.075 -0.433 -0.217
-0.042 -0.735 -0.203
0.371 -0.039 -0.461
-0.088 0.156 0.352
-0.349 -0.258 -0.063
0.131 -0.191 0.370
0.080 -0.049 0.254
-0.236 -0.069 -0.056
0.022 -0.354 -0.326
0.346 0.307 -0.252
-1.036 0.140 0.616
0.075 0.066 0.130
-0.231 0.379 -0.045
0.312 0.198 0.199
0.104 0.031 0.100
-0.177 0.159 -0.035
0.139 0.135 -0.190
0.089 -0.465 -0.188
0.005 0.005 0.189



(4)
The following is a quantum chemistry calculation of 2 unconnected molecules or ions with the total composition C5H13N at a distorted geometry, from OMol25.

The calculation puts the total energy at -252.9991 a.u. For the relative energy (zero: lowest compared OMol25 entry of this formula, charge and spin), the calculation gives 40.2 kcal/mol. The gap between HOMO and LUMO comes out at 0.3883 hartree. As for the SMILES: C=NC.CCC. The value obtained for the max |F| is 1.54 eV/Å.

Cartesian coordinates (Å):
C (1.2488, -0.8229, 1.2530)
C (0.1816, -0.9312, 2.3509)
C (0.7167, -1.8655, 3.4649)
H (1.8317, -1.7476, 1.2508)
H (0.8713, -0.5711, 0.2626)
H (2.0111, -0.0744, 1.4958)
H (-0.0171, 0.0324, 2.8155)
H (-0.7644, -1.2972, 1.9518)
H (0.1409, -1.7430, 4.3803)
H (1.7746, -1.6452, 3.6185)
H (0.6554, -2.9140, 3.1712)
C (0.2326, 1.8352, -2.4166)
C (-1.7425, 0.7724, -3.0171)
N (-1.0868, 1.2624, -2.0664)
H (0.0957, 2.8634, -2.7587)
H (0.7977, 1.8706, -1.4869)
H (0.6767, 1.0963, -3.0747)
H (-2.5828, 0.0872, -2.9422)
H (-1.5592, 1.0524, -4.0705)

Forces on the atoms, in the same order (eV/Å):
0.366 0.190 0.316
0.602 -0.373 0.350
-0.402 0.224 -0.540
-0.271 -0.159 -0.499
-0.088 -0.201 0.016
-0.238 0.153 0.127
-0.068 0.208 -0.198
0.016 -0.057 0.000
0.177 -0.013 0.157
-0.080 0.063 0.339
-0.025 -0.021 -0.087
-1.228 -0.052 0.931
-0.280 0.561 -1.141
0.242 -0.989 0.454
0.359 -0.191 -0.482
0.161 0.055 -0.097
0.507 0.629 -0.474
-0.279 0.320 0.760
0.530 -0.347 0.066



Question: Among the records above, which one has the lowest max |F|?
Answer: C5H13N



Question: What is the formula in the first record?
Answer: C23H34NO2P2PdSe



Question: Among the records above, which one has the lowest total energy?
Answer: C23H34NO2P2PdSe